Entry 1:
14
Properties=species:S:1:pos:R:3:mulliken_charge:R:1 method="wB97M-V/def2-TZVPD" smiles="[H]/N=C/N.CC=O" total_energy_ha=-303.808582 lumo_energy_ev=0.9 homo_energy_ev=-9.37 relative_energy_kcal_mol=52.43 gap_ev=10.3
O -0.284 1.385 1.519 -0.53
C 0.655 1.377 0.711 0.14
C 1.792 0.365 0.702 -0.93
H 0.686 2.283 -0.014 0.36
H 2.171 0.213 -0.306 0.28
H 1.476 -0.609 0.988 0.31
H 2.689 0.481 1.416 0.31
N -1.446 0.268 -0.861 -0.32
C -1.246 -1.113 -0.782 0.02
N -0.471 -1.804 0.008 -0.55
H -2.272 0.576 -1.445 0.23
H -1.213 0.939 -0.200 0.19
H -1.918 -1.590 -1.546 0.25
H -0.620 -2.771 -0.189 0.22

---

Entry 2:
15
Properties=species:S:1:pos:R:3:mulliken_charge:R:1 method="wB97M-V/def2-TZVPD" smiles="CC/N=C/CO" total_energy_ha=-287.737475 lumo_energy_ev=1.1 homo_energy_ev=-9.90 relative_energy_kcal_mol=59.60 gap_ev=11.0
C 1.216 -0.212 -1.697 -1.06
C 0.054 -1.023 -1.049 -0.36
N -0.026 -0.614 0.307 -0.41
C -1.001 0.117 0.577 -0.10
C -0.816 0.978 1.758 -0.36
O 0.444 0.797 2.335 -0.56
H 0.921 0.792 -2.075 0.26
H 2.015 -0.021 -0.970 0.32
H 1.609 -0.770 -2.542 0.35
H -0.857 -0.893 -1.658 0.34
H 0.082 -2.081 -0.688 0.30
H -1.920 0.139 -0.022 0.35
H -1.632 0.733 2.438 0.26
H -0.934 2.019 1.418 0.24
H 0.844 0.038 1.867 0.41